Entry 1:
ORCA calculation (ωB97M-V/def2-TZVPD) on a 7-piece molecular cluster, C44H83Cl2F6N4O18S overall in a non-equilibrium geometry.

```
! RIJCOSX wB97M-V def2-TZVPD def2/J DEFGRID3
* xyz 1 1
C 1.078 -4.247 -5.246
C 1.055 -3.011 -4.458
C 0.540 -2.703 -2.926
N 1.426 -3.473 -2.079
C 2.827 -3.744 -2.400
O 3.361 -4.782 -3.104
F 3.899 -2.885 -1.766
C 0.974 -4.234 -0.908
O 1.559 -5.451 -0.703
F -0.006 -3.867 0.153
C -1.052 -3.225 -2.990
C -1.436 -4.807 -3.085
O -0.637 -5.865 -3.166
N -2.930 -5.166 -2.907
C -2.944 -5.902 -1.549
O -2.979 -5.263 -0.368
F -2.894 -7.400 -1.527
N -1.955 -2.185 -3.692
C -2.661 -2.508 -4.963
C -1.784 -2.803 -6.300
N -2.427 -3.502 -7.330
C -1.061 -0.911 -3.601
S -2.253 0.498 -3.700
O -3.759 0.126 -3.371
O -2.378 0.880 -5.237
C -1.989 2.105 -2.854
F -0.965 3.023 -3.481
F -3.271 2.878 -3.133
F -1.954 2.111 -1.368
C 0.235 -1.061 -2.612
C 0.281 -0.943 -1.017
Cl 1.940 -0.986 -0.075
C -0.830 -0.835 -0.020
C -0.597 -0.707 1.633
Cl -2.576 -0.887 -0.540
C 1.301 0.039 -3.202
C 1.437 1.446 -2.307
C 2.862 -0.378 -3.332
C 3.584 0.773 -4.316
H 0.713 -4.262 -6.383
H 1.398 -5.269 -4.771
H 1.426 -2.037 -5.047
H -1.353 -3.027 -1.846
H -3.465 -4.289 -2.705
H -2.766 -2.227 -3.001
H -3.413 -1.627 -5.261
H -3.388 -3.447 -4.833
H -0.696 -2.447 -6.543
H -3.387 -3.720 -6.991
H -0.600 -0.884 -4.715
H 0.029 -1.685 1.907
H 0.036 0.231 1.932
H -1.620 -0.806 2.190
H 1.002 0.472 -4.276
H 0.507 1.718 -1.683
H 2.362 1.400 -1.553
H 1.657 2.375 -3.025
H 3.135 -1.385 -3.825
H 3.497 -0.305 -2.325
H 4.535 1.234 -3.774
H 2.832 1.569 -4.718
H 4.023 0.214 -5.275
C -4.603 2.926 -0.032
O -5.771 2.805 0.774
C -6.254 4.075 1.223
C -7.445 4.546 0.383
O -7.053 4.829 -0.965
C -7.394 3.776 -1.859
H -4.440 1.974 -0.544
H -4.704 3.712 -0.785
H -3.737 3.135 0.604
H -5.451 4.821 1.222
H -6.586 3.941 2.258
H -7.827 5.482 0.807
H -8.259 3.811 0.405
H -8.470 3.802 -2.064
H -7.117 2.796 -1.465
H -6.856 3.936 -2.798
C -4.155 6.876 2.989
O -4.403 5.549 3.442
C -3.295 5.008 4.170
C -3.537 5.074 5.681
O -3.574 6.428 6.144
C -4.903 6.893 6.349
H -5.106 7.315 2.677
H -3.725 7.503 3.774
H -3.480 6.850 2.127
H -2.363 5.516 3.897
H -3.204 3.957 3.875
H -2.701 4.584 6.193
H -4.457 4.543 5.957
H -5.305 6.464 7.273
H -5.560 6.644 5.511
H -4.874 7.982 6.454
C 1.928 -9.237 -9.703
O 0.641 -9.572 -9.195
C 0.617 -9.624 -7.765
C 0.009 -8.349 -7.172
O 0.840 -7.210 -7.422
C 0.359 -6.418 -8.501
H 1.821 -8.964 -10.756
H 2.371 -8.392 -9.170
H 2.589 -10.105 -9.631
H 1.622 -9.805 -7.365
H -0.013 -10.475 -7.488
H -0.056 -8.464 -6.084
H -1.006 -8.182 -7.553
H -0.508 -5.835 -8.172
H 0.087 -7.025 -9.368
H 1.153 -5.725 -8.798
C 2.107 0.309 5.079
O 1.808 -0.965 4.518
C 2.589 -2.013 5.102
C 1.781 -2.797 6.140
O 1.463 -1.985 7.275
C 0.125 -1.501 7.236
H 1.317 1.006 4.786
H 2.151 0.275 6.171
H 3.060 0.671 4.683
H 3.512 -1.614 5.539
H 2.869 -2.692 4.289
H 2.391 -3.630 6.505
H 0.871 -3.218 5.696
H -0.566 -2.309 7.499
H -0.137 -1.096 6.256
H 0.027 -0.702 7.978
C 6.185 3.835 -1.919
O 4.897 3.500 -1.411
C 4.874 3.448 0.019
C 4.266 4.723 0.612
O 5.096 5.862 0.362
C 4.616 6.654 -0.717
H 6.077 4.108 -2.972
H 6.628 4.680 -1.386
H 6.846 2.966 -1.847
H 5.878 3.266 0.419
H 4.243 2.596 0.296
H 4.201 4.607 1.700
H 3.251 4.890 0.231
H 3.749 7.237 -0.389
H 4.344 6.047 -1.584
H 5.409 7.346 -1.014
C 2.949 3.313 10.892
O 3.251 1.947 11.153
C 2.613 1.062 10.226
C 3.590 0.590 9.144
O 3.997 1.674 8.301
C 5.287 2.167 8.641
H 3.652 3.933 11.453
H 3.042 3.557 9.830
H 1.933 3.537 11.233
H 1.729 1.535 9.781
H 2.275 0.191 10.798
H 3.080 -0.138 8.504
H 4.461 0.095 9.589
H 6.053 1.471 8.281
H 5.402 2.315 9.717
H 5.429 3.130 8.141
*
```

Computed properties:
Kohn-Sham gap   5.62 eV
Energy relative to the best compared isomer or geometry (same formula, charge and spin)   350.5 kcal/mol
E_LUMO   -0.174 hartree
DFT total energy   -5216.06544 Eh

***

Entry 2:
ORCA calculation (ωB97M-V/def2-TZVPD) on a 10-piece molecular cluster, C20H60O19 overall in a non-equilibrium geometry.

```
! RIJCOSX wB97M-V def2-TZVPD def2/J DEFGRID3
* xyz 0 1
C 0.987 -4.474 3.855
C 2.044 -5.461 3.415
O 1.625 -6.018 2.145
O 0.965 -3.241 3.105
H 1.049 -4.178 4.902
H 0.053 -4.934 3.635
H 2.059 -6.265 4.124
H 3.055 -5.008 3.330
H 1.833 -5.432 1.381
H 1.144 -2.465 3.666
C -1.133 -3.628 0.413
C 0.007 -3.712 -0.646
O 1.205 -4.176 0.121
O -0.850 -2.538 1.268
H -1.074 -4.622 0.940
H -2.107 -3.351 -0.072
H 0.237 -2.797 -1.086
H -0.164 -4.464 -1.417
H 1.720 -3.356 0.362
H -0.258 -2.795 2.028
C -0.256 4.603 2.691
C 0.851 4.613 1.616
O 1.935 3.834 2.090
O -0.832 3.285 2.674
H -0.979 5.355 2.352
H 0.234 4.828 3.649
H 1.251 5.655 1.428
H 0.550 4.166 0.680
H 1.620 2.929 2.072
H -0.985 3.020 3.592
C 3.795 3.951 -0.577
C 4.495 3.142 -1.570
O 3.676 2.680 -2.672
O 3.554 5.283 -1.147
H 4.292 3.931 0.351
H 2.815 3.479 -0.462
H 4.626 2.204 -1.000
H 5.468 3.476 -1.982
H 3.433 3.393 -3.262
H 2.951 5.660 -0.513
C -2.604 2.363 -0.316
C -3.136 2.018 1.082
O -2.511 0.807 1.624
O -2.647 3.781 -0.436
H -3.189 1.898 -1.101
H -1.560 2.007 -0.435
H -4.230 1.946 1.156
H -2.772 2.860 1.685
H -3.079 0.154 1.182
H -2.170 3.970 -1.280
C -0.841 0.223 4.215
C 0.590 0.410 4.647
O 1.427 -0.522 3.965
O -1.573 1.398 4.554
H -1.188 -0.787 4.558
H -0.817 0.173 3.114
H 0.700 0.392 5.738
H 0.922 1.457 4.309
H 1.844 -0.073 3.205
H -2.299 1.556 3.981
C -0.975 1.104 -4.475
C -1.486 -0.180 -3.924
O -2.061 -0.096 -2.586
O 0.237 1.577 -3.916
H -1.840 1.811 -4.261
H -0.874 1.067 -5.562
H -0.775 -0.973 -3.912
H -2.281 -0.533 -4.534
H -1.427 -0.010 -1.889
H 0.989 1.071 -4.263
C -5.360 -2.122 -0.486
C -5.553 -2.169 -2.029
O -4.310 -2.097 -2.759
O -5.053 -0.777 -0.022
H -4.527 -2.777 -0.304
H -6.325 -2.444 -0.053
H -6.281 -1.368 -2.380
H -5.989 -3.153 -2.190
H -3.729 -1.424 -2.354
H -5.676 -0.200 -0.459
C 1.443 0.898 0.307
C 1.023 -0.270 -0.445
O -0.350 -0.470 -0.484
O 1.222 0.950 1.682
H 0.987 1.809 -0.171
H 2.551 1.022 0.220
H 1.531 -1.198 -0.089
H 1.421 -0.105 -1.486
H -0.630 -1.063 0.312
H 0.284 0.973 1.969
C 2.665 -2.104 -4.875
C 3.592 -0.986 -4.358
O 2.716 0.170 -4.082
H 3.221 -3.024 -5.158
H 2.064 -1.772 -5.713
H 2.081 -2.391 -4.028
H 4.320 -0.692 -5.157
H 4.168 -1.408 -3.480
H 3.228 0.757 -3.530
*
```

Computed properties:
Kohn-Sham gap   10.17 eV
Structure (SMILES)   OCCO.OCCO.OCCO.OCCO.OCCO.OCCO.OCCO.OCCO.OCCO.CCO
Energy relative to the best compared isomer or geometry (same formula, charge and spin)   6.5 kcal/mol
E_LUMO   0.017 hartree
DFT total energy   -2227.40413 Eh

***

Entry 3:
ORCA calculation (ωB97M-V/def2-TZVPD) on C16H33ClHgP2 as an isolated structure in a non-equilibrium geometry.

```
! RIJCOSX wB97M-V def2-TZVPD def2/J DEFGRID3
* xyz 0 1
P -0.380 -0.915 -2.363
P -2.242 -0.975 0.537
C -1.858 -1.998 -2.148
C -2.897 -1.480 -1.141
H -1.494 -3.007 -1.889
H -2.306 -2.041 -3.152
H -3.469 -0.623 -1.538
H -3.610 -2.290 -0.920
C -2.074 -2.652 1.239
H -1.699 -2.587 2.268
H -1.390 -3.260 0.630
H -3.077 -3.099 1.235
C -3.746 -0.364 1.327
H -4.419 -1.219 1.475
H -4.203 0.379 0.662
H -3.488 0.091 2.290
C 0.645 -1.823 -3.540
H 1.612 -1.315 -3.636
H 0.118 -1.836 -4.504
H 0.789 -2.844 -3.161
C -1.147 0.388 -3.383
H -1.999 0.847 -2.863
H -1.489 -0.105 -4.304
H -0.399 1.152 -3.621
Hg 3.558 2.801 2.672
C -0.711 0.362 1.763
C 0.134 -0.740 1.810
C 0.823 -1.236 0.607
C 2.082 -0.496 0.066
C 1.788 0.214 -1.224
C 0.930 1.281 -1.301
C -0.310 1.427 -0.484
C -0.252 1.615 1.048
C 4.241 3.330 0.765
H -1.407 0.543 2.607
H 0.271 -1.300 2.747
H 0.085 -1.215 -0.240
H 1.068 -2.307 0.733
H 2.513 0.186 0.820
H 2.840 -1.271 -0.131
H 2.485 0.026 -2.046
H 1.141 2.094 -2.001
H -0.954 0.524 -0.640
H -0.913 2.250 -0.916
H 0.749 1.916 1.401
H -0.937 2.441 1.289
H 4.267 4.425 0.696
H 3.565 2.913 0.006
H 5.254 2.922 0.638
Cl 4.199 2.500 5.769
C 2.945 2.264 4.610
H 2.673 1.206 4.575
H 2.094 2.901 4.861
*
```

Computed properties:
Kohn-Sham gap   6.51 eV
Energy relative to the best compared isomer or geometry (same formula, charge and spin)   78.4 kcal/mol
E_LUMO   0.025 hartree
DFT total energy   -1925.51815 Eh

***

Entry 4:
ORCA calculation (ωB97M-V/def2-TZVPD) on C21H27BrClGdN12O13S as an isolated structure in a non-equilibrium geometry.

```
! RIJCOSX wB97M-V def2-TZVPD def2/J DEFGRID3
* xyz -2 8
Gd -13.738 -10.770 7.642
C -17.249 -10.549 11.343
C -15.905 -10.736 10.568
N -15.496 -9.831 9.813
O -16.238 -8.685 9.576
C -15.247 -12.065 10.583
C -15.422 -12.872 11.812
N -14.506 -12.435 9.627
O -13.911 -13.726 9.710
H -17.205 -10.553 12.449
H -17.986 -11.299 11.101
H -17.723 -9.608 11.038
H -15.704 -8.237 8.862
H -16.086 -12.448 12.579
H -14.414 -12.717 12.240
H -15.516 -13.879 11.429
N -11.331 -9.657 4.173
C -10.589 -9.157 3.239
N -11.090 -8.098 2.488
N -9.328 -9.668 3.015
C -8.868 -9.203 1.846
N -8.517 -8.693 0.883
H -12.220 -9.223 4.426
H -10.992 -10.402 4.770
H -12.047 -7.893 2.608
H -10.483 -7.913 1.700
S -12.393 -8.943 9.355
C -10.713 -9.560 9.258
N -9.996 -9.109 8.124
C -8.717 -9.663 7.728
C -8.521 -11.054 8.320
C -8.869 -10.907 9.813
N -10.257 -10.458 10.084
H -10.623 -8.758 7.368
H -7.962 -9.044 8.200
H -8.766 -9.606 6.671
H -7.422 -11.313 8.282
H -9.053 -11.827 7.807
H -8.060 -10.342 10.287
H -8.820 -11.941 10.169
H -11.636 -12.248 10.723
C -11.926 -15.839 10.146
N -11.975 -14.819 9.089
C -11.082 -14.912 8.063
C -10.829 -13.854 7.225
C -11.584 -12.659 7.437
O -11.653 -11.724 6.543
N -12.272 -12.489 8.540
C -12.417 -13.498 9.485
O -11.844 -13.179 10.760
H -11.041 -15.593 10.701
H -12.001 -16.799 9.664
H -12.773 -15.605 10.750
H -10.738 -16.005 8.006
H -10.234 -13.993 6.375
O -16.021 -12.588 4.557
Cl -14.663 -12.612 5.023
O -13.884 -13.296 4.021
O -14.566 -13.267 6.316
O -14.134 -11.230 5.197
O -13.097 -8.836 5.966
N -13.977 -7.959 6.189
O -14.125 -6.961 5.488
O -14.768 -8.237 7.134
Br -21.327 -7.814 4.627
C -19.551 -8.566 4.849
C -18.664 -8.409 3.842
N -17.433 -9.011 3.841
C -17.019 -9.537 4.988
C -17.825 -9.693 6.147
C -19.174 -9.255 6.008
C -17.330 -10.548 7.382
O -18.261 -10.951 8.178
O -16.112 -10.809 7.445
H -18.931 -7.857 2.909
H -16.015 -9.952 4.999
H -19.814 -9.504 6.810
*
```

Computed properties:
Kohn-Sham gap (alpha / beta)   7.74 / 6.06 eV
⟨S²⟩   16.0528
Energy relative to the best compared isomer or geometry (same formula, charge and spin)   38.1 kcal/mol
E_LUMO (alpha / beta)   0.139 / 0.083 hartree
DFT total energy   -6649.50465 Eh

***

Entry 5:
ORCA calculation (ωB97M-V/def2-TZVPD) on C21H33As3Br2N2Pd as an isolated structure.

```
! RIJCOSX wB97M-V def2-TZVPD def2/J DEFGRID3
* xyz 0 1
Pd -0.410 -1.149 0.709
C -2.563 1.115 -1.241
As -0.863 0.919 -0.299
C -1.025 2.576 0.731
C 0.208 1.542 -1.828
C 1.725 1.782 -1.740
C 2.121 2.511 -0.453
C 2.582 0.495 -1.921
As 3.173 -0.919 -0.649
C 2.680 -0.360 1.152
C 1.752 -2.234 -0.921
C 2.168 2.650 -2.958
As 1.411 4.355 -3.617
C 0.653 5.233 -2.044
C -0.270 3.782 -4.452
H -2.680 2.117 -1.658
H -3.371 0.915 -0.540
H -2.608 0.380 -2.044
H -1.108 3.456 0.092
H -0.177 2.691 1.402
H -1.933 2.485 1.327
H -0.272 2.473 -2.129
H -0.004 0.816 -2.619
H 1.818 1.953 0.430
H 1.665 3.498 -0.396
H 3.207 2.638 -0.406
H 3.556 0.833 -2.277
H 2.162 -0.090 -2.747
H 3.213 0.547 1.434
H 3.008 -1.168 1.808
H 1.589 -0.231 1.248
H 1.757 -2.555 -1.964
H 0.741 -1.806 -0.693
H 1.949 -3.101 -0.293
H 2.140 2.039 -3.867
H 3.223 2.894 -2.811
H 1.450 5.575 -1.386
H -0.036 4.604 -1.484
H 0.117 6.108 -2.413
H -0.079 2.895 -5.057
H -0.607 4.580 -5.112
H -1.058 3.559 -3.736
Br -1.708 -2.842 7.316
C -1.196 -2.468 5.548
C -0.365 -1.398 5.279
C -0.048 -1.160 3.952
N -0.493 -1.906 2.942
C -1.267 -2.951 3.223
C -1.660 -3.263 4.519
C -1.710 -3.782 2.053
C -2.156 -5.086 2.227
C -2.542 -5.793 1.105
Br -3.151 -7.561 1.287
C -2.476 -5.209 -0.144
C -2.006 -3.908 -0.211
N -1.629 -3.205 0.856
H 0.017 -0.764 6.065
H 0.589 -0.328 3.677
H -2.325 -4.089 4.725
H -2.179 -5.552 3.201
H -2.772 -5.742 -1.036
H -1.926 -3.397 -1.162
*
```

Computed properties:
Kohn-Sham gap   6.31 eV
E_LUMO   -0.011 hartree
DFT total energy   -12912.67531 Eh